[1]
The following is a quantum chemistry calculation of 9 unconnected molecules or ions with the total composition C43H68F3N11O2 at a distorted geometry, from OMol25.

Summary:
**Electronic energy**: -2731.62584 hartree
**Net charge**: 0
**Lowest unoccupied orbital energy**: 0.57 eV
**Orbital gap**: 11.1 eV
**SMILES**: C[C@H](O)C[C@](C#N)(N=C=O)[C@H](C#N)CCC(F)(F)F.CCCC#N.CCCC#N.CCCC#N.CCCC#N.CCCC#N.CCCC#N.CCCC#N.CCCC#N
**HOMO level**: -10.52 eV

```
127
Properties=species:S:1:pos:R:3:mulliken_charge:R:1
C 5.646 2.142 -1.672 -1.620
C 4.947 3.339 -1.038 0.561
O 4.732 4.355 -2.028 -0.658
C 5.555 3.935 0.244 -1.706
C 7.044 3.763 0.565 2.301
C 7.361 2.389 0.991 -0.120
N 7.627 1.283 1.150 -0.555
N 7.314 4.702 1.711 -0.677
C 7.121 4.351 2.862 0.502
O 6.980 4.063 3.977 -0.420
C 8.024 4.194 -0.555 0.365
C 9.383 4.268 0.019 -0.151
N 10.431 4.359 0.478 -0.595
C 7.693 5.596 -1.099 -1.126
C 8.656 6.085 -2.184 -0.943
C 8.794 5.151 -3.365 0.844
F 8.942 5.824 -4.513 -0.312
F 9.834 4.322 -3.255 -0.269
F 7.698 4.372 -3.537 -0.225
H 6.502 2.428 -2.286 0.305
H 4.937 1.677 -2.361 0.471
H 5.919 1.371 -0.955 0.356
H 3.952 2.996 -0.763 0.127
H 5.328 4.197 -2.769 0.375
H 5.381 5.011 0.209 0.472
H 4.978 3.572 1.096 0.436
H 8.091 3.435 -1.332 0.374
H 7.734 6.276 -0.248 0.514
H 6.679 5.635 -1.491 0.415
H 9.635 6.330 -1.777 0.421
H 8.241 7.007 -2.594 0.400
C 0.170 -0.643 1.183 -1.213
C 0.352 0.282 -0.012 -0.548
C 1.822 0.481 -0.400 -0.419
C 2.575 1.226 0.609 0.277
N 3.150 1.860 1.375 -0.409
H 0.620 -0.241 2.087 0.329
H -0.891 -0.792 1.379 0.329
H 0.617 -1.620 0.975 0.342
H -0.108 1.249 0.189 0.336
H -0.168 -0.145 -0.872 0.406
H 1.893 1.041 -1.335 0.295
H 2.304 -0.484 -0.567 0.374
C 6.280 2.395 6.633 -0.876
C 6.129 3.122 7.964 -0.428
C 5.149 2.430 8.915 -0.504
C 3.781 2.451 8.396 0.273
N 2.707 2.485 7.993 -0.401
H 5.337 2.370 6.084 0.222
H 7.015 2.895 6.012 0.242
H 6.611 1.366 6.786 0.329
H 5.798 4.148 7.789 0.268
H 7.101 3.184 8.457 0.319
H 5.151 2.924 9.888 0.291
H 5.449 1.394 9.083 0.288
C 0.740 -5.541 -0.154 -1.083
C -0.286 -5.675 0.966 -0.436
C -1.725 -5.772 0.449 -0.270
C -2.138 -4.568 -0.267 0.212
N -2.441 -3.624 -0.848 -0.425
H 0.594 -4.606 -0.702 0.276
H 1.748 -5.526 0.262 0.353
H 0.676 -6.360 -0.868 0.335
H -0.193 -4.823 1.644 0.276
H -0.083 -6.572 1.553 0.322
H -2.418 -5.947 1.274 0.328
H -1.814 -6.619 -0.230 0.163
C 0.100 -5.672 -5.264 -1.150
C -1.283 -6.310 -5.299 -0.485
C -1.995 -6.255 -3.943 -0.255
C -1.308 -7.051 -2.928 0.323
N -0.756 -7.652 -2.119 -0.589
H 0.767 -6.207 -4.586 0.348
H 0.553 -5.684 -6.255 0.343
H 0.042 -4.633 -4.933 0.302
H -1.204 -7.347 -5.630 0.308
H -1.908 -5.792 -6.028 0.324
H -3.017 -6.626 -4.034 0.323
H -2.062 -5.225 -3.588 0.173
C -5.554 -2.843 -2.224 -1.160
C -6.536 -2.202 -1.256 -0.016
C -6.915 -0.769 -1.645 -0.028
C -5.783 0.153 -1.572 0.184
N -4.893 0.878 -1.518 -0.485
H -4.600 -2.315 -2.231 0.392
H -5.360 -3.874 -1.934 0.250
H -5.958 -2.847 -3.239 0.311
H -6.114 -2.213 -0.248 0.243
H -7.450 -2.800 -1.229 0.061
H -7.702 -0.397 -0.985 0.426
H -7.320 -0.759 -2.657 -0.212
C 0.513 3.932 6.042 -1.283
C 1.759 3.840 5.171 -0.317
C 1.462 4.038 3.680 -0.030
C 0.633 2.967 3.137 0.168
N 0.039 2.083 2.709 -0.420
H -0.198 3.141 5.800 0.335
H 0.776 3.832 7.095 0.371
H 0.011 4.893 5.908 0.342
H 2.241 2.872 5.322 0.238
H 2.477 4.603 5.478 0.314
H 2.393 4.059 3.110 -0.094
H 0.960 4.994 3.514 0.379
C -10.639 -5.409 0.016 -1.152
C -9.731 -5.748 1.192 -0.421
C -8.388 -5.013 1.133 -0.324
C -7.583 -5.427 -0.015 0.198
N -6.959 -5.758 -0.920 -0.452
H -10.197 -5.724 -0.930 0.342
H -11.601 -5.911 0.118 0.342
H -10.825 -4.334 -0.038 0.304
H -9.556 -6.825 1.226 0.292
H -10.225 -5.477 2.127 0.309
H -7.812 -5.201 2.041 0.345
H -8.549 -3.934 1.077 0.260
C -7.635 2.043 -5.538 -1.126
C -9.071 1.782 -5.976 -0.382
C -9.914 1.125 -4.877 -0.442
C -9.433 -0.215 -4.546 0.257
N -9.052 -1.265 -4.279 -0.460
H -7.111 1.113 -5.315 0.309
H -7.082 2.554 -6.326 0.340
H -7.604 2.671 -4.646 0.305
H -9.078 1.151 -6.867 0.291
H -9.549 2.724 -6.251 0.307
H -10.956 1.048 -5.191 0.310
H -9.896 1.737 -3.973 0.278
```

[2]
The following is a quantum chemistry calculation of 2 unconnected molecules or ions with the total composition C4H11NO2 at a distorted geometry, from OMol25.

Summary:
**Electronic energy**: -364.19843 hartree
**Net charge**: 0
**Lowest unoccupied orbital energy**: 0.93 eV
**Orbital gap**: 10.1 eV
**SMILES**: CN(C)CC=O.O
**HOMO level**: -9.21 eV
**ΔE to the lowest compared entry with this formula, charge and spin**: 43.8 kcal/mol

```
18
Properties=species:S:1:pos:R:3:nbo_charge:R:1
C 1.165 -0.056 0.211 -0.413
N 0.121 0.954 0.177 -0.425
C 0.246 1.837 1.321 -0.414
C -1.186 0.275 0.188 -0.342
C -1.579 0.236 -1.267 0.457
O -1.448 -0.763 -1.928 -0.546
H 1.122 -0.731 1.080 0.175
H 1.065 -0.727 -0.634 0.203
H 2.131 0.445 0.154 0.204
H 1.259 2.239 1.328 0.203
H 0.082 1.358 2.282 0.170
H -0.396 2.719 1.265 0.201
H -1.872 0.756 0.887 0.214
H -1.162 -0.759 0.480 0.198
H -1.901 1.188 -1.730 0.117
O 1.100 -2.964 -1.034 -0.947
H 0.854 -3.699 -1.599 0.471
H 0.398 -2.310 -1.180 0.476
```